No. 1
Formula: C36H67AsF12N5O13
Source: the Open Molecules 2025 dataset
Level of theory: ωB97M-V/def2-TZVPD

XYZ file:
```
134
Properties=species:S:1:pos:R:3:lowdin_charge:R:1
As -18.37839 -8.29148 17.51633 0.7911
F -18.32644 -9.04613 15.93303 -0.2503
F -19.67796 -9.38373 17.95826 -0.2517
F -18.53068 -7.53587 19.10673 -0.2616
F -17.10439 -7.16095 17.11748 -0.2535
F -19.56510 -7.13933 16.92499 -0.2583
F -17.17585 -9.40287 18.12699 -0.2523
C -15.95150 -7.52926 21.00068 -0.0530
C -16.79919 -7.01697 22.07840 -0.2844
N -17.46401 -6.58802 22.90895 0.1494
H -16.31850 -8.53798 20.80942 0.0742
H -14.89235 -7.51530 21.24354 0.0893
H -16.11638 -6.90879 20.12122 0.0617
C -21.19782 -12.49536 18.15325 -0.0488
C -21.27842 -12.19790 16.71475 -0.2797
N -21.29911 -11.93703 15.59886 0.1462
H -20.27838 -13.01724 18.41155 0.0564
H -22.10817 -12.95906 18.50836 0.0782
H -21.04225 -11.46351 18.49334 0.0661
C -18.02156 -12.03733 16.47282 -0.0858
C -17.76075 -13.04039 17.47577 -0.2839
N -17.61789 -13.84343 18.28643 0.1269
H -18.86314 -11.40386 16.74146 0.0319
H -18.21130 -12.49136 15.50211 0.0916
H -17.16934 -11.36035 16.40822 0.0741
C -19.69674 -9.46000 12.98673 -0.0602
C -19.70723 -9.87311 11.57364 -0.2837
N -19.76130 -10.23038 10.48511 0.1092
H -20.53069 -8.80230 13.21277 0.0846
H -18.75295 -8.95740 13.18707 0.0602
H -19.76467 -10.38490 13.55843 0.0607
C -19.17316 -4.18256 15.57807 -0.0629
C -19.64594 -4.02082 14.20959 -0.2740
N -19.91799 -3.87515 13.10627 0.1419
H -19.89193 -3.95628 16.35856 0.0819
H -18.31932 -3.51208 15.69984 0.0764
H -18.76779 -5.19143 15.64739 0.0568
C -18.60402 -13.92609 22.61578 -0.1343
O -18.83538 -12.55284 22.72666 -0.1743
C -18.98669 -11.93512 21.45253 -0.1984
C -19.20913 -10.45702 21.56715 -0.1803
O -20.36399 -10.19202 22.34422 -0.1244
C -20.50221 -8.85237 22.70388 -0.2159
C -21.68182 -8.65716 23.63000 -0.1932
O -22.92506 -8.85800 22.94798 -0.2040
C -24.00241 -9.00714 23.86936 -0.1053
H -17.65531 -14.12394 22.09928 0.0882
H -19.38450 -14.49402 22.09086 0.0868
H -18.57829 -14.32042 23.63305 0.0847
H -19.77527 -12.42606 20.87595 0.1156
H -18.02620 -12.08762 20.94422 0.1235
H -19.39669 -10.11693 20.54284 0.1149
H -18.33551 -9.93292 21.96468 0.1238
H -20.56998 -8.19104 21.82729 0.1275
H -19.63086 -8.46772 23.25828 0.1135
H -21.72950 -7.59514 23.91160 0.1263
H -21.57340 -9.19612 24.57458 0.1245
H -24.31366 -8.00209 24.17567 0.0848
H -23.80185 -9.67538 24.70434 0.0859
H -24.81045 -9.36989 23.23154 0.0797
C -23.24164 -10.80206 20.24557 -0.1135
O -23.30203 -10.05553 19.05474 -0.1652
C -22.74691 -8.76075 19.14315 -0.1948
C -22.61690 -8.10244 17.77776 -0.2077
O -23.85663 -8.00064 17.12994 -0.1162
C -23.74489 -7.83386 15.74975 -0.2052
C -25.09430 -7.50306 15.08341 -0.2281
O -24.96499 -7.72379 13.70134 -0.1909
C -26.18181 -7.37333 13.03115 -0.0953
H -24.02075 -10.53076 20.96607 0.0794
H -22.27763 -10.76924 20.76062 0.0781
H -23.44904 -11.84404 19.99116 0.0747
H -21.72657 -8.69285 19.53736 0.1119
H -23.40481 -8.14778 19.76600 0.1290
H -21.86939 -8.62990 17.17564 0.1067
H -22.19131 -7.10138 17.94123 0.1273
H -23.40323 -8.75422 15.26502 0.1328
H -23.10566 -6.98102 15.48724 0.1309
H -25.38278 -6.51729 15.46446 0.1273
H -25.80672 -8.27732 15.40855 0.1284
H -25.96482 -7.42668 11.96699 0.0849
H -26.39165 -6.33492 13.29167 0.0838
H -26.97131 -8.07387 13.30536 0.0848
C -9.55686 -9.95718 21.06454 -0.1239
O -10.56689 -10.29929 20.14583 -0.1657
C -11.83722 -10.09357 20.71059 -0.2214
C -12.88128 -10.06337 19.60459 -0.1945
O -12.90973 -8.82374 18.93290 -0.1301
C -13.85822 -8.77206 17.89842 -0.1903
C -13.66342 -7.61641 16.93420 -0.1936
O -12.46381 -7.77811 16.20523 -0.1731
C -12.36898 -6.96223 15.07914 -0.1207
H -9.58234 -8.87528 21.23910 0.0892
H -8.55985 -10.19373 20.69350 0.0837
H -9.64916 -10.47609 22.02590 0.0853
H -11.90118 -9.14317 21.25550 0.1268
H -12.11199 -10.90545 21.39387 0.1265
H -13.85979 -10.32682 20.01442 0.1257
H -12.53693 -10.79460 18.86435 0.1323
H -14.86754 -8.75438 18.31763 0.1011
H -13.68623 -9.66917 17.28483 0.1346
H -13.61591 -6.65108 17.45382 0.1346
H -14.49486 -7.64038 16.22112 0.1073
H -13.26636 -7.07296 14.44580 0.0731
H -11.53889 -7.28334 14.45640 0.0890
H -12.36854 -5.89192 15.32128 0.0907
C -15.76300 -5.32955 14.43021 -0.0562
C -16.50262 -6.48153 13.74291 -0.1853
O -17.32506 -6.06059 12.65101 0.0201
C -16.71884 -5.62526 11.55330 -0.3924
O -15.57074 -5.30834 11.46010 0.1664
C -17.67208 -5.43278 10.36475 -0.5545
F -18.79365 -6.13439 10.53832 0.1618
F -17.93497 -4.12762 10.25184 0.1632
F -17.13766 -5.82261 9.20424 0.1639
H -15.43770 -5.72365 15.39584 0.0526
H -16.39942 -4.46658 14.61832 0.0698
H -14.86322 -5.02818 13.90178 0.0723
H -17.11244 -7.07486 14.42049 0.1013
H -15.75348 -7.17910 13.35345 0.1260
C -19.24859 -4.44353 20.01597 -0.0452
C -17.78249 -4.36550 20.38658 -0.1802
O -17.10014 -3.69381 19.29251 0.0427
C -15.80057 -3.63600 19.33422 -0.4199
O -15.08722 -4.23062 20.09172 0.1593
C -15.14542 -2.71450 18.29298 -0.5480
F -14.04758 -2.15670 18.79694 0.1725
F -14.78028 -3.42577 17.21976 0.1609
F -15.99227 -1.75018 17.90900 0.1589
H -19.73655 -3.47498 19.96988 0.0799
H -19.68577 -5.01418 20.84070 0.0824
H -19.32437 -5.04836 19.11252 0.0646
H -17.30544 -5.32194 20.54456 0.0625
H -17.68294 -3.68970 21.23947 0.1367
```

Computed properties:
LUMO energy: 0.081 hartree
Maximum force: 2.37 eV/Å
Energy: -6098.05748 a.u.
Charge: -1
Kohn-Sham gap: 9.873 eV

No. 2
Formula: C36H68BrF3N7O3P
Source: the Open Molecules 2025 dataset
Level of theory: ωB97M-V/def2-TZVPD

XYZ file:
```
119
Properties=species:S:1:pos:R:3:lowdin_charge:R:1
C 4.93177 -0.58587 -3.44812 -0.0796
C 4.79557 0.57413 -2.45612 -0.2459
N 4.97804 0.12902 -1.06477 0.0284
C 3.98270 -0.76092 -0.59932 -0.2841
N 2.89338 -0.93012 -1.27720 0.1975
C 1.94554 -1.77147 -0.77330 -0.1400
C 0.74149 -1.95619 -1.48349 -0.0997
C 0.58373 -1.21099 -2.78339 -0.0301
C -0.17403 0.09144 -2.69476 -0.4684
O -0.02574 0.98959 -3.48809 0.1114
O -1.06077 0.20591 -1.65486 0.0876
C -0.22406 -2.77132 -0.95650 -0.1750
C -1.54557 -3.04754 -1.62020 -0.1414
C -1.69723 -4.50290 -2.09884 -0.1890
C -0.45360 -5.06005 -2.77709 -0.2943
N -0.77981 -6.30141 -3.47645 -0.0096
C 0.00407 -3.40956 0.28416 -0.0711
C 1.15393 -3.24099 0.99837 -0.3646
P 1.47831 -4.05941 2.62611 0.5956
O 1.53249 -5.61414 2.06820 -0.3883
Br -0.62491 -4.05242 3.41946 0.3167
C 2.15728 -2.40993 0.46165 -0.2201
N 3.33201 -2.24897 1.13876 0.1770
C 4.23432 -1.46612 0.63165 -0.2044
C 5.52963 -1.32133 1.38701 -0.1041
C 6.79765 -1.73297 0.64111 -0.0762
C 6.72662 -3.12029 0.06759 -0.6201
F 5.81328 -3.23195 -0.92489 0.1283
F 6.39530 -4.04033 0.99511 0.1353
F 7.91089 -3.48638 -0.45289 0.1324
H 4.95892 -1.54596 -2.93724 0.0595
H 5.86619 -0.50046 -4.00402 0.0684
H 4.12564 -0.57788 -4.17806 0.0670
H 3.85409 1.10877 -2.60048 0.1023
H 5.59374 1.29362 -2.64165 0.1075
H 4.93448 0.95397 -0.47004 0.1321
H 0.02871 -1.83270 -3.49265 0.1284
H 1.54625 -0.99702 -3.23566 0.1152
H -1.91629 0.45221 -2.02792 0.1269
H -2.32651 -2.84738 -0.88263 0.1260
H -1.74437 -2.37282 -2.45210 0.1030
H -2.50021 -4.53075 -2.83903 0.1134
H -2.01829 -5.14675 -1.27708 0.1117
H 0.33772 -5.18835 -2.03072 0.1079
H -0.11889 -4.33348 -3.52235 0.1130
H -1.12641 -6.99080 -2.82201 0.0657
H 0.03233 -6.68388 -3.93983 0.0620
H -0.78158 -4.04375 0.67107 0.0751
H 2.02626 -5.62673 1.23880 0.0488
H 5.62166 -0.29223 1.73935 0.1241
H 5.43013 -1.95043 2.27057 0.1206
H 7.06899 -1.04556 -0.15617 0.1194
H 7.62771 -1.74954 1.34951 0.1343
C -1.35392 3.95111 -3.74457 -0.0963
C -1.42753 5.08227 -4.75737 -0.2714
N -0.74489 6.28787 -4.31875 -0.2013
C -1.01462 7.43956 -5.15953 -0.2529
C -0.52534 7.41198 -6.61375 -0.0870
C 0.63690 6.10954 -3.90724 -0.2466
C 1.62431 5.52352 -4.92694 -0.0803
H -1.75631 4.27184 -2.78107 0.0792
H -1.93623 3.10014 -4.09714 0.0685
H -0.33792 3.59368 -3.59568 0.0497
H -2.47663 5.34777 -4.91753 0.1163
H -1.05856 4.70873 -5.72661 0.1022
H -0.60177 8.32206 -4.66262 0.1102
H -2.09952 7.58376 -5.16575 0.1081
H 0.54990 7.56941 -6.68843 0.0543
H -1.00828 8.21349 -7.17628 0.0687
H -0.76923 6.47196 -7.10934 0.0647
H 0.64273 5.47011 -3.02176 0.0949
H 1.00399 7.07928 -3.56091 0.1131
H 1.19303 4.68180 -5.47036 0.0676
H 2.51234 5.15609 -4.40860 0.0691
H 1.95679 6.26286 -5.65428 0.0534
C -7.90194 -4.28004 5.40297 -0.0925
C -6.44118 -4.29758 5.82578 -0.2773
N -5.53979 -3.79632 4.80396 -0.2009
C -4.14086 -4.05182 5.09745 -0.2628
C -3.51142 -3.36597 6.31702 -0.0863
C -5.84754 -2.47341 4.28876 -0.2476
C -5.89416 -1.30349 5.28234 -0.0818
H -8.04557 -4.84436 4.48071 0.0790
H -8.51361 -4.73542 6.18273 0.0718
H -8.27494 -3.26714 5.24919 0.0628
H -6.15095 -5.33224 6.02842 0.1169
H -6.34487 -3.76241 6.78457 0.1009
H -3.55674 -3.79437 4.21022 0.0669
H -4.02767 -5.13368 5.21842 0.1113
H -3.31120 -2.31053 6.13690 0.0570
H -2.55432 -3.83890 6.54536 0.0647
H -4.13904 -3.45082 7.20479 0.0653
H -6.81218 -2.52770 3.77925 0.0983
H -5.12197 -2.25170 3.50184 0.1136
H -6.41685 -1.57257 6.20136 0.0661
H -6.42961 -0.46322 4.83599 0.0700
H -4.90059 -0.94793 5.55025 0.0547
C 0.84636 3.94178 4.40262 -0.0913
C 1.29668 3.01658 3.28293 -0.2782
N 0.19678 2.47063 2.50972 -0.1969
C 0.59766 1.39808 1.61828 -0.2376
C 1.55238 1.73489 0.46558 -0.0649
C -0.72488 3.44481 1.94842 -0.2423
C -0.16220 4.50682 0.99204 -0.0784
H 0.14878 3.43273 5.06864 0.0800
H 1.71149 4.25676 4.98741 0.0718
H 0.36577 4.84399 4.02366 0.0634
H 1.82769 2.16876 3.72569 0.1165
H 2.03705 3.54880 2.66230 0.0994
H -0.30675 0.94507 1.20307 0.1091
H 1.06031 0.61892 2.23412 0.1097
H 1.04556 2.26276 -0.34170 0.0594
H 1.94367 0.81014 0.04151 0.0416
H 2.40275 2.33574 0.79520 0.0684
H -1.21776 3.95669 2.77770 0.0994
H -1.51965 2.88938 1.44416 0.1135
H 0.77968 4.92177 1.35468 0.0668
H -0.86974 5.33328 0.90256 0.0719
H 0.00352 4.11571 -0.01097 0.0482
```

Computed properties:
LUMO energy: -0.015 hartree
SMILES: CCNc1nc2c(CC(=O)O)c(CCCN)cc(P(O)Br)c2nc1CCC(F)(F)F.CCN(CC)CC.CCN(CC)CC.CCN(CC)CC
Maximum force: 1.27 eV/Å
Energy: -5236.56538 a.u.
Kohn-Sham gap: 7.594 eV